1.
The following is a DFT calculation (wB97M-V/def2-TZVPD) of a cluster of 4 separate species, C39H66F5N4O5S in total.

Geometry (Å):
O 1.722 -4.980 5.459
C -4.670 -2.017 0.260
H 2.517 6.710 -0.136
C 0.021 -4.044 1.766
H 0.947 -2.130 1.541
C 1.645 -7.585 5.146
C -1.853 -4.453 0.544
H 3.810 -6.364 4.186
C 3.352 -4.713 7.063
F -3.416 -5.506 -1.987
H 2.651 -5.272 9.044
H 1.057 8.635 -0.794
C -5.717 -1.145 -0.352
H 5.523 -6.647 6.705
H -0.435 4.396 -4.171
H 2.949 9.742 -1.879
H -8.699 -4.577 -0.405
C 4.434 7.996 -3.595
C 5.151 -6.088 5.843
C 2.898 6.793 -1.154
H 0.412 6.081 -0.755
C 2.766 -6.963 5.969
H 5.073 8.598 -4.240
H -2.123 1.027 -5.228
C 4.664 -4.704 6.272
C -0.785 -2.326 0.284
H 0.720 -7.633 5.722
H -1.882 -0.565 -4.504
H 3.003 10.136 -4.320
H 3.916 -7.720 7.707
H -3.930 0.898 -3.138
C 3.002 7.997 -4.159
H 0.724 -4.387 2.507
H 1.137 -0.195 -4.387
H -3.654 2.968 -0.830
H -3.370 2.114 -4.286
C -3.562 1.920 -3.235
H 3.784 8.467 -6.097
C -2.346 2.157 -2.321
C -2.786 -3.280 -2.461
H -3.344 1.240 -0.627
C -0.538 0.936 -3.683
C -2.881 -2.737 -1.032
H 1.334 0.357 -2.727
H 4.520 8.423 -2.600
H -2.663 -5.125 0.306
H 4.379 -7.869 4.885
H 1.929 -8.600 4.870
H 1.488 10.563 -2.365
H 1.417 9.410 -4.506
C -7.262 -3.301 0.548
H -0.260 6.250 -2.370
H 0.258 -0.994 -3.083
N -0.965 -4.884 1.429
H 2.162 -7.828 7.877
H 0.452 2.220 -5.085
O -4.205 -2.996 -0.569
F -3.953 -3.018 -3.095
C 2.989 -7.900 7.170
H 1.823 -3.277 7.617
H -7.116 -2.786 1.492
C 2.029 9.619 -2.456
H 2.691 -2.850 6.142
F -1.807 -2.622 -3.111
H 4.166 -6.070 8.614
C 4.040 -6.861 5.134
N 2.162 6.927 -3.540
H 4.532 -4.089 5.376
S -7.182 -2.121 -0.822
H -6.473 -4.036 0.432
H 2.172 7.761 -6.162
H -2.116 2.424 -0.167
H 4.170 -4.380 9.037
C -8.626 -3.970 0.493
H 6.001 -5.975 5.167
H -2.734 -1.662 -1.145
C 1.176 8.493 -1.870
C -2.536 -4.789 -2.662
O -4.298 -1.907 1.374
C 0.145 -2.774 1.218
H -5.331 -0.636 -1.228
H -9.401 -3.213 0.435
H -6.000 -0.418 0.397
C 0.037 2.301 -4.079
H -1.687 3.377 -4.837
O -0.605 0.977 -1.381
C 1.734 7.089 -2.117
F -1.313 -5.126 -2.292
H 3.482 -2.675 7.706
H 0.874 2.537 -3.414
C -1.817 -3.198 -0.066
H -0.724 0.083 -5.661
C 0.657 6.057 -1.817
H 3.374 5.845 -1.410
C 0.615 -0.032 -3.444
H 3.038 -8.929 6.817
C -0.964 3.453 -4.020
H 3.663 7.564 -1.134
H -0.948 3.734 -1.893
C 2.797 -3.295 7.129
H -4.367 2.594 -2.944
H 3.569 6.734 -5.825
H 1.447 -7.033 4.231
H 4.841 6.985 -3.572
F -2.666 -5.074 -3.953
H 0.174 8.556 -2.306
H 1.001 5.051 -2.063
H 5.429 -4.211 6.877
O 1.172 6.609 -4.298
C 3.131 7.718 -5.650
C 3.599 -5.149 8.518
C 2.345 9.357 -3.929
C -2.889 2.196 -0.898
H -2.428 4.276 -2.661
N -1.351 1.047 -2.428
H -8.789 -4.591 1.363
C -1.676 3.483 -2.669
N 2.340 -5.596 6.404
C -1.377 0.345 -4.829
H -0.716 -1.336 -0.143

## Properties
molar mass: 798.0 Da
frontier orbital gap (alpha / beta): 0.326 / 0.334 Eh
net charge: 0
HOMO level (alpha / beta): -8.229 / -8.783 eV
total energy: -3018.22646 a.u.
multiplicity: 4



2.
The following is a DFT calculation (wB97M-V/def2-TZVPD) of a cluster of 2 separate species, C13H17P in total.

Geometry (Å):
H 0.567 1.586 1.003
C 1.440 -2.481 -0.394
H 0.926 -3.376 -0.697
H -3.279 -1.705 -1.556
H -3.092 -0.296 2.501
H 2.565 1.311 1.946
C 2.769 -2.601 -0.045
H -4.614 -0.606 -1.866
H 1.553 2.026 -0.485
H 4.482 -1.775 0.889
H 3.669 1.517 0.747
C 3.446 -1.536 0.498
C 3.325 0.770 1.438
H 0.085 1.210 -2.017
H 4.056 0.276 2.116
H 3.539 -3.434 -0.190
C -0.261 1.572 -1.071
C -3.764 -0.736 -1.110
C 1.469 -0.098 0.032
H -3.567 2.202 -0.643
C 0.803 -1.218 -0.385
H -2.251 0.040 0.881
C -2.575 2.718 -0.726
H -3.197 0.254 -1.197
H -2.471 3.847 -0.718
C 2.724 -0.361 0.654
H -0.204 -1.261 -0.771
C -3.102 -0.260 1.390
C 0.832 1.275 -0.053
P -4.421 -0.896 0.585
C -1.451 2.036 -0.756

## Properties
molar mass: 204.3 Da
frontier orbital gap (alpha / beta): 0.188 / 0.254 Eh
net charge: 0
HOMO level (alpha / beta): -4.655 / -9.182 eV
total energy: -846.59279 a.u.
multiplicity: 3



3.
The following is a DFT calculation (wB97M-V/def2-TZVPD) of an isolated molecule of C4H6N2S.

Geometry (Å):
H 2.357 1.293 -0.010
C 1.908 -0.610 0.000
C 1.465 0.798 0.103
C -1.363 -0.500 -0.128
H 0.818 1.194 0.872
H 0.860 1.062 -0.788
N -0.368 -1.172 -0.073
S -3.637 1.028 0.044
N 0.793 -1.597 -0.127
H 2.508 -0.886 0.776
H 2.462 -0.763 -0.911
H -4.929 0.631 0.102
C -2.874 -0.478 0.139

## Properties
molar mass: 114.2 Da
frontier orbital gap (alpha / beta): 0.281 / 0.281 Eh
net charge: 0
HOMO level (alpha / beta): -8.301 / -8.303 eV
total energy: -663.50270 a.u.



4.
The following is a DFT calculation (wB97M-V/def2-TZVPD) of a structure of composition C4H6O5Pr.

Geometry (Å):
O -1.249 0.554 -0.835
C 1.820 -1.238 1.130
O 2.433 -1.550 2.235
H -4.077 -0.022 -0.318
Pr -1.684 -1.746 0.329
H -0.437 2.462 -0.988
C -2.476 1.019 -0.682
C 0.969 0.913 -1.515
O 2.429 -0.809 0.166
C -0.116 1.429 -0.855
H 1.739 1.636 -1.783
O -3.110 -0.084 -0.290
H 1.860 -1.812 2.968
H 0.876 -0.079 -1.964
O 0.504 -0.922 1.281
H 0.521 0.249 1.120

## Properties
molar mass: 275.0 Da
frontier orbital gap (alpha / beta): 0.150 / 0.247 Eh
net charge: +3
HOMO level (alpha / beta): -21.567 / -21.872 eV
total energy: -1047.82448 a.u.
multiplicity: 3



5.
The following is a DFT calculation (wB97M-V/def2-TZVPD) of a cluster of 2 separate species, C9H14 in total.

Geometry (Å):
H 3.580 -1.942 1.349
H -3.345 2.209 -0.830
H -1.865 1.530 -0.223
H 1.883 0.199 -0.692
H 3.657 -0.361 0.452
C -0.950 -1.369 0.509
C 1.220 -0.421 -0.125
H -1.502 3.013 -0.746
H -0.619 -0.069 -1.223
H -0.901 1.254 -2.532
C 1.670 -0.867 1.149
C 3.199 -0.904 1.329
C 0.873 -1.570 2.097
H -1.984 -1.555 0.217
H -2.452 1.097 -2.924
H 3.666 -0.166 2.006
H -1.702 2.772 -3.050
C -1.828 1.859 -2.477
C -2.224 2.196 -1.040
C -0.148 -0.594 -0.418
H 1.211 -2.076 2.999
H -1.009 -2.437 2.427
C -0.432 -1.798 1.746

## Properties
molar mass: 122.2 Da
frontier orbital gap (alpha / beta): 0.102 / 0.254 Eh
net charge: -1
HOMO level (alpha / beta): 0.951 / -3.258 eV
total energy: -351.22553 a.u.
multiplicity: 2